1.
C7H16NO | ωB97M-V/def2-TZVPD

Computed properties:
- E: -405.866789 hartree
- Energy relative to the best compared isomer or geometry (same formula, charge and spin): 545.1 kJ/mol
- Frontier orbital gap (spin up / spin down): 7.75 / 6.22 eV

The geometry in ORCA input format:
```
! RIJCOSX wB97M-V def2-TZVPD def2/J DEFGRID3
* xyz 1 1
C 3.08762 0.56897 -0.49817
C -2.39242 1.27717 0.46997
C 0.76504 1.53544 0.46913
C 0.47330 -1.57265 -1.64377
C 1.08021 -1.67596 0.75661
C -1.36211 0.12083 0.55550
C -0.07016 0.34049 -0.24726
N 0.65660 -0.81240 -0.37690
O 3.74999 0.12023 0.30064
H 3.15952 1.37948 -1.26592
H -2.80516 1.39076 -0.52125
H -2.03781 2.24581 0.83678
H -3.12016 0.86805 1.23316
H 0.60124 2.65232 0.20872
H 1.87506 1.27807 0.28637
H 0.71225 1.43445 1.56208
H 0.64331 -2.66490 -1.30797
H -0.61908 -1.53160 -1.95699
H 1.05416 -1.40244 -2.56740
H 2.21791 -1.58695 0.73415
H 0.74396 -1.13783 1.73900
H 0.66501 -2.70531 0.74150
H -1.06775 0.31424 1.65022
H -1.84773 -0.78208 0.53006
H -0.07883 0.66288 -1.23736
*
```

---

2.
C7H16O | ωB97M-V/def2-TZVPD

Computed properties:
- Structure (SMILES): C=C(C)CCCC.O
- E: -351.506798 hartree
- Energy relative to the best compared isomer or geometry (same formula, charge and spin): 123.8 kJ/mol
- Frontier orbital gap: 10.26 eV

The geometry in ORCA input format:
```
! RIJCOSX wB97M-V def2-TZVPD def2/J DEFGRID3
* xyz 0 1
C 0.61292 -1.46194 1.33930
C 0.29132 -1.59717 0.06856
C 1.23991 -2.37726 -0.83587
C -0.85411 -0.99623 -0.71677
C -1.76784 -0.07907 0.09328
C -0.98458 1.22850 0.40987
C -1.68682 2.47506 -0.06938
H 1.43046 -1.99715 1.81806
H 0.03909 -1.02382 2.15455
H 0.88073 -3.31672 -1.26529
H 2.16324 -2.59416 -0.30400
H 1.47795 -1.77497 -1.71800
H -0.35436 -0.45373 -1.52903
H -1.30402 -1.84938 -1.23059
H -1.91795 -0.58036 1.05449
H -2.75630 0.10384 -0.31717
H -0.00908 1.21946 -0.10429
H -0.61842 1.22723 1.43380
H -1.01575 3.34526 -0.10239
H -2.08115 2.43104 -1.08317
H -2.47322 2.81204 0.61229
O 3.58991 1.81511 0.03459
H 2.91304 1.75595 -0.65058
H 3.18501 1.68845 0.90773
*
```

---

3.
C7H16O2 | ωB97M-V/def2-TZVPD

Computed properties:
- Structure (SMILES): CC(=O)O.CCCCC
- E: -426.766005 hartree
- Energy relative to the best compared isomer or geometry (same formula, charge and spin): 130.9 kJ/mol
- Frontier orbital gap: 11.45 eV

The geometry in ORCA input format:
```
! RIJCOSX wB97M-V def2-TZVPD def2/J DEFGRID3
* xyz 0 1
C 0.93267 1.36260 -1.39942
C 0.11742 2.08396 -0.34287
O 0.45540 2.17895 0.85818
O -1.14212 2.36824 -0.71259
H 2.00101 1.26905 -1.07668
H 0.60015 0.37149 -1.63347
H 1.02828 1.92371 -2.40498
H -1.57473 2.74627 -0.00128
C -1.89180 -0.25581 1.52684
C -1.39108 -1.19982 0.52208
C 0.11348 -1.39116 0.65308
C 0.64861 -2.22561 -0.49888
C 2.11400 -2.43960 -0.48185
H -1.97788 -0.77526 2.46754
H -1.08173 0.58187 1.49436
H -2.85492 0.18343 1.40380
H -1.59388 -0.82949 -0.47538
H -1.81713 -2.24702 0.50298
H 0.66685 -0.41956 0.70612
H 0.12070 -1.98121 1.59479
H 0.36278 -1.81035 -1.50247
H 0.17821 -3.26402 -0.41321
H 2.38790 -3.28568 0.25004
H 2.39668 -2.82940 -1.50920
H 2.79172 -1.61870 -0.44155
*
```

---

4.
C7H16O2 | ωB97M-V/def2-TZVPD

Computed properties:
- E: -426.674866 hartree
- Energy relative to the best compared isomer or geometry (same formula, charge and spin): 370.2 kJ/mol
- Frontier orbital gap: 8.99 eV

The geometry in ORCA input format:
```
! RIJCOSX wB97M-V def2-TZVPD def2/J DEFGRID3
* xyz 0 1
C -1.06035 0.19162 0.40221
C -0.98904 0.72590 1.82117
C -1.17852 1.26806 -0.66145
C -2.13777 -0.86333 0.24865
C 0.57933 -1.15324 -0.28387
O 0.66380 -2.03115 0.77595
O 0.33168 -1.50749 -1.42308
H 0.38778 -2.89175 0.43145
H -1.01343 0.82464 -1.64453
H -2.10666 -1.31210 -0.74419
H -1.94298 1.18865 2.09363
H -0.79160 -0.08150 2.52702
H -0.22491 1.49781 1.93425
H -0.44221 2.06129 -0.51689
H -2.16671 1.73539 -0.62621
H -3.12366 -0.40462 0.37195
H -2.03937 -1.64817 0.99855
C 2.10753 -0.10407 -0.11295
C 2.40814 0.59244 -1.41656
H 1.81541 1.49884 -1.54032
H 2.76860 -0.94404 0.08594
H 2.12066 0.53574 0.77087
H 0.38421 0.03605 0.24510
H 3.46620 0.85692 -1.48343
H 2.18390 -0.07190 -2.25326
*
```

---

5.
C7H16O2S2 | ωB97M-V/def2-TZVPD

Computed properties:
- E: -1222.853291 hartree
- Frontier orbital gap: 6.40 eV

The geometry in ORCA input format:
```
! RIJCOSX wB97M-V def2-TZVPD def2/J DEFGRID3
* xyz 0 1
C 4.27622 0.28104 0.98886
C 2.50600 0.59671 -0.50178
C 1.44285 -0.16297 -1.27180
C -1.58027 -1.28870 -0.52379
C -2.46360 -0.80702 0.61884
C -3.47988 0.21851 0.12221
C -2.91828 1.56043 -0.24699
H 4.84366 -0.51185 1.48009
H 4.96577 0.89604 0.38954
H 3.81455 0.92193 1.75654
H 2.03387 1.29848 0.20565
H 3.12201 1.18305 -1.20581
H 1.91831 -0.86362 -1.96346
H 0.84101 0.53617 -1.85861
H 1.21976 -1.72942 0.48300
H -0.88552 -2.05003 -0.14272
H -2.18035 -1.72300 -1.32431
H -0.98778 -0.45314 -0.92932
H -3.01811 -1.65989 1.03295
H -2.12128 -0.10638 2.40149
H -3.70570 2.31000 -0.33307
H -2.16279 1.86924 0.48232
H -2.41167 1.48070 -1.21907
O 3.30460 -0.33650 0.18390
O -1.60384 -0.24350 1.59709
S 0.27936 -1.05042 -0.19520
S -5.04888 -0.16585 -0.02654
*
```

---

6.
C7H16O3 | ωB97M-V/def2-TZVPD

Computed properties:
- E: -501.865769 hartree
- Energy relative to the best compared isomer or geometry (same formula, charge and spin): 465.4 kJ/mol
- Frontier orbital gap: 8.03 eV

The geometry in ORCA input format:
```
! RIJCOSX wB97M-V def2-TZVPD def2/J DEFGRID3
* xyz 0 1
C -0.09778 -1.12816 -0.16028
C -2.03623 -1.09123 0.41601
C 2.16892 0.06142 -0.08051
C 0.05224 0.27397 0.02094
C -3.04301 -0.09692 -0.09408
C 2.88124 0.49394 1.17644
C -0.38570 1.22357 -1.06890
O 0.15055 -1.64305 -1.39790
O -2.00028 -1.23791 1.80883
O 2.47111 0.89425 -1.22795
H 0.94229 -1.18104 -1.76217
H -2.59919 -0.63095 2.26376
H 3.30450 1.36794 -1.04273
H 0.18821 -1.78511 0.65670
H -2.20872 -2.08081 -0.00807
H 2.63672 -0.88261 -0.39168
H -0.15401 0.64251 1.02149
H -2.91581 0.88722 0.37027
H -2.99603 -0.01788 -1.18134
H -4.06365 -0.40972 0.16750
H 3.94451 0.73492 1.00153
H 2.37588 1.36504 1.61062
H 2.87404 -0.29238 1.93696
H -1.23993 1.82924 -0.75975
H -0.60825 0.70869 -2.00485
H 0.35840 1.99507 -1.27084
*
```

---

7.
C7H16O3 | ωB97M-V/def2-TZVPD

Computed properties:
- Structure (SMILES): CO[C@@H](O)C(C)(C)C.C=O
- E: -501.966039 hartree
- Energy relative to the best compared isomer or geometry (same formula, charge and spin): 202.1 kJ/mol
- Frontier orbital gap: 9.48 eV

The geometry in ORCA input format:
```
! RIJCOSX wB97M-V def2-TZVPD def2/J DEFGRID3
* xyz 0 1
C 2.42260 1.40172 -0.78395
O 1.27415 1.05563 -0.01665
C 0.12534 0.78198 -0.74179
O 0.29677 0.14506 -1.92484
C -1.07805 0.05235 0.32345
C -1.35647 1.15905 1.34237
C -0.81576 -1.23737 1.10175
C -2.27963 -0.17044 -0.59319
H 3.16163 1.76548 -0.06542
H 2.82040 0.53180 -1.31081
H 2.18334 2.18535 -1.51460
H -0.38680 1.72793 -0.96770
H 0.75998 -0.73152 -1.74744
H -2.17455 0.87148 2.00496
H -1.60454 2.09925 0.84945
H -0.47474 1.33748 1.95766
H 0.08906 -1.13543 1.70362
H -1.63515 -1.41540 1.80643
H -0.81373 -2.10284 0.43990
H -2.55767 0.74899 -1.10564
H -2.04401 -0.90874 -1.35715
H -3.13675 -0.52630 -0.01788
C 1.80089 -1.89365 0.16426
O 1.61192 -1.95343 -1.03452
H 2.36095 -1.09268 0.66263
H 1.45081 -2.69571 0.82509
*
```

---

8.
C7H16O3Se2 | ωB97M-V/def2-TZVPD

Computed properties:
- Structure (SMILES): C[C@@H](O)[Se]C[C@@H](O)C[SeH].C=CO
- E: -5304.747666 hartree
- Frontier orbital gap: 9.00 eV

The geometry in ORCA input format:
```
! RIJCOSX wB97M-V def2-TZVPD def2/J DEFGRID3
* xyz 0 1
C 2.84055 -1.64377 1.21239
C 1.95306 -1.59492 0.00976
O 1.29820 -2.80748 -0.23031
Se 0.79640 -0.01626 0.40057
C 0.40628 0.22952 -1.46627
C -0.76742 -0.52203 -2.17197
O -0.31382 -1.73647 -2.66423
C -2.07736 -0.64127 -1.36212
Se -3.17556 0.95536 -1.47285
H 3.09274 -2.79130 1.38760
H 2.13611 -1.26280 1.99491
H 3.80788 -1.17953 1.24151
H 2.57644 -1.40121 -0.78851
H 1.09780 -3.39465 0.47659
H 0.27323 1.25120 -1.86220
H 1.31579 0.03534 -2.01632
H -0.76753 0.04490 -3.15441
H 0.11563 -2.20295 -1.94135
H -1.72371 -0.84028 -0.40347
H -2.78371 -1.51324 -1.81825
H -4.18344 0.63489 -2.37697
C -1.23409 3.47275 2.79864
C -1.06498 2.28529 2.20319
O -1.32887 1.82295 0.91052
H -1.44880 4.37748 2.25966
H -1.12440 3.66560 3.85596
H -0.93405 1.40065 2.63336
H -1.52919 2.66807 0.46630
*
```